P.
# C4H6N

A gas-phase ion, C4H6N (charge +1) (ωB97M-V with the def2-TZVPD basis set, the OMol25 dataset).

gap between HOMO and LUMO: 8.89 eV
total charge: +1
2S+1: 1
LUMO energy: -5.48 eV
HOMO level: -14.37 eV

Each line ends with the Löwdin charge.
Cartesian coordinates (Å):
C (-0.60308, 1.57411, -0.62387)  0.23
C (0.00785, 0.44887, -0.16767)  -0.42
C (-1.07491, 0.34020, -1.16584)  -0.05
C (0.87716, -0.62691, 0.19226)  -0.01
N (0.38620, 0.18071, 1.28674)  0.18
H (-2.15510, -0.04492, -1.30218)  0.16
H (-0.61923, -0.19309, -2.04273)  0.16
H (0.50824, -1.69512, 0.21116)  0.17
H (1.98456, -0.60575, -0.09916)  0.18
H (0.90856, 0.95633, 1.81924)  0.24
H (-0.22025, -0.33443, 1.89205)  0.17

=====

Q.
# C4H6N

A gas-phase ion, C4H6N (charge +1) (ωB97M-V with the def2-TZVPD basis set, the OMol25 dataset).

gap between HOMO and LUMO (alpha / beta): 8.07 / 7.97 eV
total charge: +1
2S+1: 1
LUMO energy (alpha / beta): -6.28 / -6.56 eV
HOMO level (alpha / beta): -14.35 / -14.54 eV

Each line ends with the Löwdin charge.
Cartesian coordinates (Å):
C (0.28827, 1.06730, -0.52267)  -0.28
C (-0.45981, 2.54437, -1.02030)  0.44
C (1.30113, 0.07896, -0.55164)  0.01
C (-0.82774, -0.58893, 0.95819)  -0.01
N (-0.18713, -0.23947, -0.34254)  -0.13
H (1.81377, -0.06467, -1.50006)  0.14
H (1.99745, -0.11332, 0.34286)  0.17
H (-0.50574, 0.08340, 1.85090)  0.14
H (-1.93457, -0.32356, 0.78804)  0.13
H (-0.63457, -1.74090, 1.10409)  0.14
H (-0.85107, -0.70318, -1.10687)  0.25

=====

We find P to be the most stable, with the next structure 2.490 eV higher.